Entry 1:
{"formula": "C3H10NO", "method": "ωB97M-V/def2-TZVPD", "total_charge": 1, "energy_ev": -6802.7683, "homo_ev": -13.99, "e_above_lowest_ev": 1.5425, "homo_lumo_gap_ev": 9.92, "symbols": ["C", "O", "C", "C", "H", "H", "H", "H", "H", "H", "N", "H", "H", "H", "H"], "positions_angstrom": [[-1.008152, -0.174737, 0.555836], [-2.369958, -0.168793, 0.172534], [-0.166904, 0.820199, -0.162580], [0.907989, 1.432223, 0.364365], [-0.693051, -1.201662, 0.301528], [-0.929367, -0.136726, 1.651613], [-2.582361, 0.650193, -0.266185], [-0.358508, 0.973905, -1.225655], [1.341849, 2.251095, -0.197209], [1.091732, 1.336532, 1.430282], [2.005778, -1.303022, -0.667067], [1.181566, -1.833469, -0.946622], [1.707828, -0.303562, -0.399806], [2.421598, -1.759751, 0.146523], [2.687076, -1.338218, -1.425084]], "forces_ev_per_a": [[-0.6, -1.0, 0.1], [0.3, -0.1, 0.1], [1.1, 0.0, 0.1], [-1.4, 0.4, 0.0], [0.3, 0.1, 0.0], [0.1, 0.4, -0.2], [-0.2, 0.5, -0.1], [-0.4, 0.1, 0.1], [0.5, -0.3, 0.1], [0.3, 0.1, -0.1], [0.1, 0.3, 0.3], [-0.1, 0.0, 0.0], [0.1, -0.7, -0.4], [0.0, 0.0, 0.1], [0.0, 0.3, -0.1]]}

=====

Entry 2:
{"formula": "C13H20BrF3N2O5P2PtS", "method": "ωB97M-V/def2-TZVPD", "total_charge": 2, "energy_ev": -137863.8799, "homo_ev": -14.35, "e_above_lowest_ev": 1.8148, "homo_lumo_gap_ev": 7.85, "symbols": ["Pt", "C", "P", "C", "C", "C", "P", "C", "C", "H", "H", "H", "H", "H", "H", "H", "H", "H", "H", "H", "H", "H", "H", "H", "H", "O", "C", "C", "C", "N", "C", "Br", "C", "H", "H", "H", "H", "F", "C", "F", "F", "S", "O", "O", "O", "O", "C", "N"], "positions_angstrom": [[-0.840446, 0.170542, 0.557216], [-0.286742, -2.970108, -0.875490], [0.253722, -1.803464, 0.382985], [0.067143, -2.554470, 2.010696], [2.041058, -1.639676, -0.003961], [2.834083, -0.698177, 0.764376], [2.675705, 0.852421, -0.091400], [3.746355, 0.812921, -1.535284], [3.220868, 2.167058, 0.975777], [0.288665, -3.894103, -0.783334], [-0.132663, -2.555861, -1.871693], [-1.342333, -3.200818, -0.733403], [0.717730, -3.427828, 2.102382], [-0.968377, -2.870182, 2.134653], [0.308352, -1.833852, 2.791503], [2.144270, -1.366217, -1.056817], [2.396546, -2.667947, 0.103976], [3.902074, -0.941177, 0.752050], [2.569499, -0.633212, 1.822614], [4.791480, 0.776425, -1.217882], [3.595144, 1.716991, -2.127295], [3.514004, -0.056492, -2.148545], [4.257879, 1.949027, 1.256084], [2.598627, 2.224344, 1.854617], [3.173050, 3.118799, 0.445281], [-4.746370, -0.766968, -4.076116], [-3.824854, -0.566365, -3.145283], [-2.563542, -0.015911, -3.391756], [-1.695622, 0.150744, -2.345068], [-2.001961, -0.199000, -1.082365], [-3.224890, -0.736501, -0.851810], [-3.611933, -1.202013, 0.925585], [-4.153907, -0.938833, -1.840896], [-4.469512, -0.473846, -4.953844], [-2.267067, 0.288432, -4.386744], [-0.714481, 0.578680, -2.487460], [-5.122942, -1.362978, -1.624528], [-2.411176, 3.259739, 4.063705], [-1.689460, 2.161724, 4.040017], [-2.463023, 1.092382, 4.071384], [-0.832199, 2.134199, 5.045106], [-0.726815, 2.137692, 2.461532], [0.198710, 3.221394, 2.472378], [-0.048137, 0.761840, 2.416420], [-1.698392, 2.094095, 1.362663], [0.770817, 3.757596, -0.813741], [0.841646, 2.617808, -0.729765], [0.929420, 1.331145, -0.638521]], "forces_ev_per_a": [[-0.7, -1.2, 0.6], [0.0, -0.1, 0.1], [-1.0, 1.0, 0.2], [0.5, -0.4, -0.1], [-1.2, -2.3, -1.0], [0.2, 1.1, 1.4], [-1.4, 2.9, -0.4], [-0.5, -0.1, -0.1], [0.3, 0.0, -0.3], [0.0, 0.0, 0.0], [0.0, 0.0, 0.0], [0.0, 0.0, 0.0], [-0.1, 0.0, 0.1], [0.0, 0.1, -0.1], [0.0, 0.0, 0.0], [-0.4, -0.6, -0.3], [0.2, 0.0, -0.1], [0.1, 0.2, -0.2], [-0.1, 0.3, 0.0], [-0.1, -0.1, 0.1], [0.0, 0.0, 0.0], [0.1, 0.0, -0.1], [-0.1, 0.1, 0.0], [-0.3, 0.0, 0.4], [0.1, 0.0, 0.0], [0.0, 0.0, 0.1], [-0.1, 0.0, -0.1], [0.1, 0.1, -0.1], [-0.1, -0.1, 0.1], [-0.2, -0.2, 0.3], [0.2, 0.1, 0.0], [-0.4, -0.2, -0.1], [0.1, 0.0, 0.1], [0.0, 0.0, 0.0], [0.0, 0.0, 0.0], [0.0, 0.0, 0.0], [0.0, 0.0, 0.0], [0.0, 0.0, 0.0], [0.2, 0.0, 0.0], [-0.1, -0.1, 0.0], [-0.1, 0.0, 0.0], [1.1, -0.4, 0.0], [-0.2, -0.2, 0.1], [-0.1, 0.5, -0.1], [-0.3, -0.1, -0.6], [-0.4, -0.3, 0.0], [1.0, -2.6, 0.2], [3.7, 2.5, 0.0]]}

=====

Entry 3:
{"formula": "C5H6N", "method": "ωB97M-V/def2-TZVPD", "total_charge": 1, "energy_ev": -6758.0121, "homo_ev": [-14.92, -14.84], "e_above_lowest_ev": 7.1654, "homo_lumo_gap_ev": [8.79, 8.44], "smiles": "C1#C[C@@H]2C[C@@H]2[NH2+]1", "symbols": ["C", "C", "C", "C", "C", "N", "H", "H", "H", "H", "H", "H"], "positions_angstrom": [[-0.750092, -1.769231, -0.413838], [-0.291344, -2.038667, 0.697105], [0.544947, -0.806498, 1.034860], [-0.342347, 0.451885, 0.976698], [0.422419, 0.125174, -0.244208], [-0.532298, -0.686965, -1.293982], [1.266775, -0.934291, 1.840892], [-1.493271, 0.444839, 1.057472], [0.097900, 1.323479, 1.501433], [1.135319, 0.845849, -0.661237], [-0.042758, -1.022256, -2.162354], [-1.392295, -0.192403, -1.397958]], "forces_ev_per_a": [[-0.2, -1.5, 0.9], [-0.2, 1.1, -1.6], [-1.7, 0.4, 0.5], [-0.8, 0.4, 1.1], [0.0, -0.1, 0.1], [2.5, -1.2, 1.0], [0.5, 0.5, -0.9], [2.0, -0.3, -0.2], [-0.3, -0.6, -0.3], [-0.3, -0.6, -0.2], [-0.7, 0.9, 0.6], [-0.7, 0.9, -0.9]]}

=====

Entry 4:
{"formula": "C11H24N3O5Tl", "method": "ωB97M-V/def2-TZVPD", "total_charge": 2, "energy_ev": -31177.5479, "homo_ev": -15.46, "e_above_lowest_ev": 1.5910, "homo_lumo_gap_ev": 2.87, "symbols": ["Tl", "C", "C", "O", "O", "H", "H", "H", "C", "C", "O", "N", "C", "H", "H", "H", "H", "H", "H", "H", "C", "C", "O", "N", "C", "H", "H", "H", "H", "H", "H", "H", "C", "C", "O", "N", "C", "H", "H", "H", "H", "H", "H", "H"], "positions_angstrom": [[-10.592230, -8.654290, 1.436060], [-9.748200, -11.267900, 5.517450], [-10.067260, -10.448780, 4.300040], [-11.156620, -9.896890, 4.067130], [-9.118460, -10.327480, 3.501440], [-8.733760, -11.044470, 5.847750], [-10.030860, -12.318350, 5.448560], [-10.430340, -10.947230, 6.304830], [-14.330920, -8.531770, -1.909160], [-13.136750, -9.412910, -1.768930], [-12.277270, -9.210490, -0.937810], [-13.153550, -10.579580, -2.433280], [-12.054280, -11.540160, -2.310230], [-14.017450, -7.517470, -2.156210], [-14.748810, -8.359570, -0.917290], [-15.013170, -9.112070, -2.530360], [-13.931680, -10.817170, -3.031750], [-11.168700, -11.178750, -1.787500], [-11.877170, -11.908970, -3.320530], [-12.543920, -12.334660, -1.747100], [-7.585070, -12.550080, -0.513590], [-7.967430, -11.110180, -0.657420], [-8.828350, -10.641270, 0.069420], [-7.438240, -10.347020, -1.645870], [-6.359820, -10.730540, -2.554510], [-6.610840, -12.654340, -0.035990], [-7.453470, -12.953580, -1.517570], [-8.368290, -13.146630, -0.045840], [-7.845630, -9.424930, -1.708220], [-5.878240, -11.692710, -2.380060], [-5.581830, -9.973280, -2.651420], [-6.846310, -10.913460, -3.512620], [-10.686000, -13.304500, 1.388470], [-11.900340, -12.460120, 1.050770], [-11.838120, -11.224660, 1.133070], [-13.074160, -13.085490, 0.831940], [-14.342990, -12.395950, 0.648690], [-10.932780, -13.992210, 2.197330], [-9.868630, -12.670320, 1.731730], [-10.472130, -13.779590, 0.431050], [-13.246250, -14.045680, 1.093720], [-14.875560, -13.082930, -0.008980], [-14.306850, -11.483610, 0.053360], [-14.869230, -12.066670, 1.544650]], "forces_ev_per_a": [[0.0, -0.6, -0.4], [-0.8, 0.4, 0.3], [-0.3, -1.4, 2.5], [0.4, 0.1, -0.9], [-0.1, 0.9, -1.8], [0.1, -0.5, 0.0], [0.6, -0.1, -0.5], [-0.1, 0.6, 0.2], [0.2, -0.2, 0.4], [-1.5, -0.5, 0.5], [2.1, 0.8, 1.0], [0.9, 0.3, -0.2], [-1.5, -0.4, -0.4], [-0.3, -0.2, -0.9], [-0.2, -0.5, 0.1], [-0.5, 1.1, -0.3], [0.2, 0.2, -0.1], [-0.4, 0.3, -0.2], [0.5, -0.1, 0.2], [0.6, -0.6, 0.2], [0.4, -0.4, -0.9], [0.8, 0.1, -1.4], [-1.5, 0.9, 1.3], [0.2, -1.1, 1.1], [-0.4, -0.3, -1.0], [-0.1, 0.0, 0.3], [0.0, -0.1, -0.1], [0.3, 0.4, 0.3], [0.3, 0.1, -0.1], [-0.2, 0.2, 0.8], [-0.3, 0.0, 0.1], [0.2, 0.4, -0.4], [-0.5, 0.4, -0.2], [0.0, 0.3, 1.8], [-0.3, -0.2, -0.5], [-0.1, 0.9, 0.1], [-0.3, 0.4, -1.2], [0.0, -0.3, -0.3], [-0.1, 0.0, -0.3], [0.4, -0.5, 0.3], [0.8, -0.2, -0.1], [-0.8, 0.0, 0.6], [0.9, 0.1, 0.0], [0.1, -0.7, 0.2]]}